--- w ---
Entry from the Open Molecules 2025 dataset: 2 unconnected molecules or ions with the total composition C8H16BCl (the ωB97M-V functional and the def2-TZVPD basis).

Orbital gap (alpha / beta): 7.3 / 6.4 eV
Multiplicity: 1
Net charge: 0

CARTESIAN COORDINATES (ANGSTROEM)
B: -1.204 -0.922 -0.729
C: -0.221 2.293 0.630
C: 0.382 1.165 1.136
C: -1.487 -0.416 -2.142
C: -1.941 -1.747 0.298
C: -1.347 3.062 1.347
C: 3.170 -1.027 -0.229
C: 2.177 -0.620 0.848
C: 1.300 0.417 0.381
Cl: -0.108 0.554 2.739
H: 0.215 2.728 -0.266
H: -1.196 0.634 -2.153
H: -2.508 -0.497 -2.422
H: -0.800 -0.963 -2.769
H: -1.738 -2.762 -0.180
H: -3.003 -1.540 0.322
H: -1.833 -1.734 1.297
H: -0.880 3.923 1.717
H: -1.667 2.377 2.119
H: -2.069 3.235 0.639
H: 3.509 -0.258 -0.924
H: 2.587 -1.772 -0.905
H: 4.025 -1.590 0.197
H: 1.789 -1.425 1.350
H: 2.808 -0.134 1.638
H: 1.515 0.958 -0.470

--- x ---
Entry from the Open Molecules 2025 dataset: C8H16BCl in the gas phase (the ωB97M-V functional and the def2-TZVPD basis).

Orbital gap: 9.5 eV
Multiplicity: 1
SMILES: CC/C=C(\Cl)[C@H](C)B(C)C
Net charge: 0

CARTESIAN COORDINATES (ANGSTROEM)
B: 2.307 0.717 -0.504
C: 0.926 -0.275 -0.042
C: -0.640 -0.203 -0.461
C: 3.690 -0.024 -0.486
C: 1.949 2.169 -0.477
C: 1.005 -0.247 1.478
C: -4.124 -0.521 0.320
C: -3.106 -0.952 -0.625
C: -1.676 -1.065 -0.136
Cl: -1.082 1.312 -1.268
H: 1.182 -1.373 -0.143
H: 3.691 -0.165 0.663
H: 4.591 0.451 -0.841
H: 3.687 -1.117 -0.809
H: 1.043 2.268 -1.152
H: 2.783 2.769 -0.864
H: 1.835 2.789 0.373
H: 0.815 0.672 1.881
H: 1.969 -0.668 1.863
H: 0.238 -0.959 1.822
H: -5.067 -0.739 -0.071
H: -4.049 0.487 0.465
H: -4.030 -1.038 1.273
H: -3.406 -2.004 -1.037
H: -3.151 -0.293 -1.588
H: -1.380 -1.990 0.368

We find x to be the most stable, with the next structure 2.551 eV higher.

--- w ---
Entry from the Open Molecules 2025 dataset: 2 unconnected molecules or ions with the total composition C2H3BrNO (the ωB97M-V functional and the def2-TZVPD basis).

Orbital gap: 6.7 eV
Multiplicity: 1
Net charge: -1

CARTESIAN COORDINATES (ANGSTROEM)
C: -1.253 0.572 -0.166
C: 0.186 0.057 0.228
N: -0.261 -0.330 -0.895
O: -0.243 -0.801 -2.096
Br: 3.307 -0.333 1.836
H: -2.193 0.043 0.398
H: -1.593 1.450 -0.703
H: 2.050 -0.657 1.398

--- x ---
Entry from the Open Molecules 2025 dataset: 2 unconnected molecules or ions with the total composition C2H3BrNO (the ωB97M-V functional and the def2-TZVPD basis).

Orbital gap (alpha / beta): 7.1 / 7.1 eV
Multiplicity: 1
Net charge: -1

CARTESIAN COORDINATES (ANGSTROEM)
C: 0.171 0.396 0.356
C: -0.840 0.250 -0.700
N: -0.080 1.396 -0.646
O: -0.640 2.960 0.249
Br: -2.720 -0.022 -0.126
H: -0.196 0.579 1.362
H: 1.126 -0.128 0.311
H: -0.698 -0.390 -1.565

We find w to be the most stable, with the next structure 0.416 eV higher.

--- w ---
Entry from the Open Molecules 2025 dataset: 2 unconnected molecules or ions with the total composition C4H8O2 (the ωB97M-V functional and the def2-TZVPD basis).

Orbital gap (alpha / beta): 3.4 / 6.7 eV
Multiplicity: 2
Net charge: -1

CARTESIAN COORDINATES (ANGSTROEM)
C: -1.519 -0.558 -0.167
O: -1.556 0.775 -0.673
C: -0.347 -1.275 -0.749
C: 0.650 -1.753 -0.021
H: -2.460 -1.050 -0.447
H: -1.446 -0.552 0.919
H: -1.380 1.370 0.063
H: -0.323 -1.311 -1.834
H: 1.519 -2.223 -0.457
H: 0.648 -1.646 1.057
O: 1.424 2.468 1.761
C: 1.523 2.081 0.533
H: 2.390 2.366 -0.092
H: 0.876 1.309 0.107

--- x ---
Entry from the Open Molecules 2025 dataset: 2 unconnected molecules or ions with the total composition C4H8O2 (the ωB97M-V functional and the def2-TZVPD basis).

Orbital gap (alpha / beta): 4.0 / 6.5 eV
Multiplicity: 2
Net charge: -1

CARTESIAN COORDINATES (ANGSTROEM)
C: -1.669 0.119 1.481
C: -0.503 -0.300 0.832
O: 0.648 0.537 0.928
C: -0.412 -1.407 -0.050
C: 0.434 -1.501 -1.141
H: -1.587 0.678 2.415
H: -2.597 -0.284 1.131
H: 0.362 1.152 1.636
H: -1.198 -2.125 0.171
H: 0.992 -0.692 -1.572
H: 0.458 -2.428 -1.683
H: 0.447 1.693 -1.059
H: 1.832 2.170 -1.430
O: 1.050 1.762 -1.816

We find x to be the most stable, with the next structure 0.590 eV higher.